# 1
103
Properties=species:S:1:pos:R:3 method="wB97M-V/def2-TZVPD" spin_multiplicity=1 charge=+1 e_above_lowest_ev=0.843 orbital_gap_ev=7.4793
Y 0.848 -0.100 -0.829
C 7.747 0.322 -2.469
O 7.041 0.765 -3.621
C 5.705 0.833 -3.563
C 5.080 1.277 -4.751
C 3.726 1.380 -4.786
C 2.915 1.060 -3.665
C 1.508 1.293 -3.709
C 0.839 1.709 -4.991
O 0.754 1.179 -2.705
C 3.556 0.579 -2.486
O 2.881 0.201 -1.436
C 4.958 0.496 -2.451
H 8.799 0.354 -2.734
H 7.465 -0.700 -2.209
H 7.562 0.985 -1.621
H 5.698 1.526 -5.601
H 3.257 1.732 -5.694
H 1.176 2.699 -5.300
H -0.236 1.734 -4.831
H 1.076 1.013 -5.795
H 5.410 0.120 -1.545
C 2.528 3.263 3.100
N 2.725 1.997 2.394
C 3.228 2.125 1.035
C 2.241 0.833 2.854
S 1.788 -0.464 1.844
N 2.177 0.677 4.194
C 3.177 1.273 5.078
C 1.438 -0.420 4.795
H 2.071 3.968 2.409
H 3.474 3.677 3.455
H 1.859 3.122 3.943
H 4.054 2.837 1.043
H 2.462 2.509 0.358
H 3.581 1.166 0.669
H 3.937 1.789 4.500
H 3.659 0.473 5.642
H 2.724 1.971 5.784
H 0.551 -0.635 4.210
H 1.147 -0.116 5.802
H 2.048 -1.325 4.858
C -2.216 -1.879 5.185
N -2.481 -1.585 3.781
C -2.685 -2.762 2.954
C -2.183 -0.391 3.217
S -1.832 -0.242 1.579
N -2.225 0.691 4.044
C -3.277 0.827 5.049
C -1.674 1.959 3.600
H -1.567 -2.756 5.242
H -3.134 -2.097 5.734
H -1.711 -1.044 5.659
H -3.305 -3.466 3.508
H -1.731 -3.240 2.712
H -3.180 -2.488 2.027
H -3.925 -0.044 5.043
H -3.885 1.702 4.807
H -2.865 0.961 6.051
H -0.752 1.795 3.046
H -1.468 2.568 4.482
H -2.375 2.499 2.954
O -3.296 -0.664 -2.253
C -2.394 -0.045 -1.731
O -1.199 -0.485 -1.506
C -2.645 1.380 -1.261
C -1.644 2.119 -0.664
C -1.911 3.364 -0.135
C -3.166 3.935 -0.199
C -4.143 3.190 -0.832
C -3.916 1.930 -1.356
N -5.503 3.768 -0.924
O -5.682 4.847 -0.400
O -6.336 3.130 -1.528
N -0.832 4.061 0.569
O -1.085 5.109 1.113
O 0.230 3.465 0.684
H -0.635 1.748 -0.577
H -3.381 4.906 0.220
H -4.714 1.367 -1.817
C -4.022 -4.260 -4.609
C -2.871 -4.090 -3.666
C -1.725 -3.403 -4.066
C -0.697 -3.133 -3.191
C 0.489 -2.373 -3.715
C -0.798 -3.608 -1.854
C 0.151 -3.243 -0.852
O 1.009 -2.343 -0.945
C -1.921 -4.378 -1.458
C -2.103 -5.005 -0.097
C -2.938 -4.585 -2.372
H -3.697 -4.230 -5.647
H -4.728 -3.440 -4.456
H -4.551 -5.194 -4.429
H -1.653 -3.050 -5.087
H 0.505 -2.428 -4.802
H 1.435 -2.751 -3.333
H 0.415 -1.316 -3.449
H 0.118 -3.775 0.101
H -1.484 -4.591 0.691
H -1.888 -6.074 -0.160
H -3.142 -4.902 0.214
H -3.816 -5.140 -2.064

=====

# 2
108
Properties=species:S:1:pos:R:3 method="wB97M-V/def2-TZVPD" spin_multiplicity=1 charge=-1 e_above_lowest_ev=2.293 orbital_gap_ev=7.2965
N 0.261 0.145 0.953
O 1.099 0.468 1.765
O -0.651 0.930 0.509
O 0.220 -1.048 0.402
C -0.586 -0.815 -3.323
C -1.486 -1.102 -4.568
C -1.171 -2.481 -5.188
C -0.207 -3.446 -4.529
C 0.870 -2.787 -3.610
C 0.369 -1.542 -2.796
N 0.010 -4.783 -5.071
O -0.916 -5.335 -5.624
O 1.154 -5.359 -4.986
H -0.674 0.178 -2.875
H -2.070 -0.372 -4.928
H -1.765 -2.719 -6.050
H 1.791 -3.213 -3.451
H 0.759 -0.831 -2.057
C -3.391 -2.929 -2.074
C -4.834 -2.863 -2.726
C -5.729 -1.602 -2.393
C -5.138 -0.574 -1.443
C -3.755 -0.704 -0.752
C -3.040 -1.939 -1.163
N -6.050 0.558 -1.161
O -7.139 0.595 -1.780
O -5.689 1.388 -0.303
H -2.827 -3.689 -2.257
H -5.151 -3.546 -3.553
H -6.701 -1.589 -2.732
H -3.409 -0.096 -0.034
H -2.060 -1.991 -0.778
C 3.793 2.927 4.702
C 5.252 3.087 4.720
C 6.031 2.611 3.395
C 5.314 2.280 2.188
C 3.772 1.952 2.360
C 3.087 2.318 3.708
N 5.922 2.226 0.893
O 7.204 2.574 0.895
O 5.436 1.593 -0.049
H 2.905 3.223 5.333
H 5.706 3.606 5.596
H 6.997 2.673 3.544
H 3.195 1.814 1.312
H 1.908 2.286 3.800
C -2.327 3.923 -0.377
C -3.194 3.919 -1.625
C -4.158 4.962 -2.078
C -4.272 6.230 -1.191
C -3.200 6.385 -0.048
C -2.374 5.181 0.317
N -5.206 7.289 -1.457
O -5.330 8.334 -0.669
O -5.715 7.317 -2.607
H -1.721 2.985 -0.137
H -3.201 2.905 -2.225
H -4.922 4.731 -2.832
H -3.198 7.229 0.622
H -1.710 5.128 1.114
C 2.020 -1.922 4.411
O 2.585 -1.352 5.334
N 1.966 -3.212 4.385
C 1.092 -3.953 3.413
C 2.666 -4.112 5.366
H 1.486 -1.478 3.669
H 0.980 -3.375 2.680
H 0.114 -4.110 3.707
H 1.593 -4.922 3.291
H 2.727 -3.667 6.462
H 3.619 -4.678 5.071
H 1.909 -4.779 5.685
C 4.478 -2.174 -1.724
O 4.862 -2.590 -2.872
N 4.260 -3.090 -0.733
C 3.748 -2.488 0.450
C 4.732 -4.460 -0.809
H 3.889 -1.235 -1.582
H 3.839 -3.197 1.355
H 2.759 -2.001 0.348
H 4.446 -1.621 0.770
H 5.103 -4.776 0.113
H 5.544 -4.691 -1.612
H 3.941 -5.075 -0.701
C -2.419 -2.206 2.662
O -2.786 -3.408 2.832
N -3.353 -1.165 2.910
C -3.024 0.224 2.911
C -4.781 -1.488 2.835
H -1.569 -1.774 2.590
H -3.578 0.756 3.507
H -3.302 0.649 2.125
H -2.011 0.419 3.278
H -5.363 -0.627 3.259
H -5.025 -2.247 3.497
H -5.174 -1.838 1.893
C 0.117 2.852 -2.625
O -0.551 3.525 -3.405
N 1.422 2.762 -2.553
C 2.182 1.697 -1.893
C 2.319 3.678 -3.345
H -0.363 2.325 -1.820
H 2.754 1.050 -2.547
H 1.576 1.150 -1.474
H 3.029 2.111 -1.315
H 1.953 3.481 -4.396
H 3.269 3.603 -3.048
H 2.252 4.832 -2.980

=====

# 3
100
Properties=species:S:1:pos:R:3 method="wB97M-V/def2-TZVPD" spin_multiplicity=1 charge=-1 e_above_lowest_ev=0.000 orbital_gap_ev=5.4834
Rb 0.678 -0.387 0.008
O -3.641 -2.187 0.048
S -2.714 -1.166 0.513
O -2.244 -0.262 -0.546
N -1.459 -1.593 1.308
C -1.545 -2.287 2.502
C -2.653 -2.971 2.978
C -2.642 -3.601 4.238
C -1.537 -3.578 5.037
C -0.372 -2.915 4.586
C 0.812 -2.863 5.356
C 1.908 -2.219 4.864
C 1.822 -1.625 3.589
N 0.746 -1.640 2.845
C -0.360 -2.274 3.323
C -3.682 -0.140 1.620
C -3.064 0.936 2.248
C -3.807 1.731 3.107
C -5.150 1.454 3.341
C -5.755 0.372 2.715
C -5.017 -0.431 1.854
H -3.538 -3.038 2.361
H -3.537 -4.116 4.568
H -1.528 -4.061 6.007
H 0.828 -3.341 6.329
H 2.835 -2.156 5.420
H 2.690 -1.120 3.177
H -2.019 1.154 2.046
H -3.332 2.570 3.601
H -5.722 2.079 4.017
H -6.797 0.145 2.905
H -5.464 -1.290 1.370
C 3.386 -2.827 -0.153
Si 4.595 -1.376 -0.024
C 5.445 -1.632 1.652
C 5.955 -1.736 -1.290
C 3.922 0.302 -0.253
C 3.456 0.591 -1.578
C 3.690 1.835 -2.247
C 3.243 2.059 -3.527
C 2.559 1.051 -4.209
C 2.383 -0.141 -3.529
N 2.779 -0.372 -2.277
Si 4.332 1.695 0.854
C 6.087 2.415 0.689
C 3.155 3.172 0.700
C 4.154 1.290 2.696
H 3.913 -3.767 0.051
H 2.933 -2.880 -1.143
H 2.581 -2.747 0.588
H 5.953 -2.602 1.594
H 4.740 -1.686 2.485
H 6.203 -0.881 1.891
H 6.327 -2.764 -1.215
H 6.797 -1.050 -1.146
H 5.576 -1.586 -2.306
H 4.294 2.590 -1.762
H 3.453 3.010 -4.006
H 2.189 1.170 -5.219
H 1.877 -0.967 -4.019
H 6.293 2.764 -0.328
H 6.834 1.648 0.924
H 6.241 3.257 1.374
H 3.234 3.711 -0.245
H 3.380 3.878 1.508
H 2.118 2.846 0.837
H 4.817 0.509 3.069
H 3.121 1.006 2.925
H 4.363 2.208 3.258
C -0.168 4.618 -0.436
As -0.841 2.809 -0.465
C -2.756 2.968 -0.635
C -0.189 2.070 -2.114
O -0.356 1.992 0.878
H -0.553 5.180 -1.288
H 0.919 4.573 -0.471
H -0.477 5.093 0.493
H -2.991 3.507 -1.554
H -3.157 3.508 0.221
H -3.165 1.960 -0.660
H -0.416 2.788 -2.904
H -0.627 1.105 -2.380
H 0.899 1.973 -2.057
C -5.416 -0.318 -1.889
C -4.707 -0.720 -3.140
C -5.325 -0.962 -4.332
C -4.517 -1.367 -5.416
N -3.213 -1.473 -5.341
C -2.582 -1.184 -4.163
S -0.928 -1.186 -3.994
N -3.370 -0.850 -3.079
C -5.160 -1.700 -6.730
H -6.492 -0.332 -2.047
H -5.116 0.688 -1.587
H -5.142 -1.003 -1.086
H -6.398 -0.873 -4.426
H -2.885 -0.691 -2.185
H -5.738 -0.849 -7.097
H -5.851 -2.537 -6.610
H -4.396 -1.962 -7.457